1.
Formula: C24H30BCaN8O3Si
Source: the Open Molecules 2025 dataset
Level of theory: ωB97M-V/def2-TZVPD

```
! RIJCOSX wB97M-V def2-TZVPD def2/J DEFGRID3
* xyz 0 2
Ca -0.523 0.055 -0.380
C -0.766 -4.087 -1.990
C -0.445 -2.754 -2.255
N -0.155 -2.103 -1.131
N -0.249 -3.018 -0.120
C -0.623 -4.207 -0.625
B 0.105 -2.660 1.374
N -1.127 -1.955 2.036
C -1.627 -2.005 3.288
C -2.696 -1.140 3.372
C -2.784 -0.573 2.100
N -1.842 -1.047 1.293
N 1.332 -1.659 1.415
C 2.620 -1.909 1.704
C 3.338 -0.737 1.601
C 2.387 0.211 1.226
N 1.177 -0.334 1.127
N 0.535 -3.962 2.048
C 1.395 -4.875 1.528
C 1.610 -5.846 2.471
C 0.829 -5.430 3.568
N 0.178 -4.311 3.311
H -1.045 -4.856 -2.690
H -0.399 -2.219 -3.193
H -0.755 -5.058 0.023
H -1.197 -2.676 4.008
H -3.325 -0.958 4.227
H -3.481 0.166 1.729
H 2.937 -2.899 1.987
H 4.391 -0.596 1.773
H 2.517 1.261 1.008
H 1.781 -4.766 0.527
H 2.234 -6.719 2.383
H 0.702 -5.908 4.528
C -1.455 2.467 -4.006
C -1.472 1.272 -3.070
C -2.367 0.162 -3.567
O -1.974 1.676 -1.757
C 0.010 0.815 -2.897
O 0.524 0.128 -3.760
O 0.548 1.228 -1.786
H -2.465 2.863 -4.118
H -1.075 2.164 -4.982
H -0.808 3.256 -3.617
H -3.351 0.555 -3.827
H -2.509 -0.620 -2.817
H -1.914 -0.295 -4.445
H -1.231 2.206 -1.414
C 0.077 2.901 2.892
Si -1.000 2.915 1.395
C -0.525 4.233 0.180
C -2.784 2.963 1.840
C -3.191 2.776 3.168
C -4.538 2.747 3.503
C -5.500 2.894 2.511
C -5.116 3.070 1.187
C -3.769 3.101 0.854
H -0.148 3.784 3.501
H 1.128 2.940 2.601
H -0.071 2.004 3.497
H -0.466 5.180 0.731
H -1.272 4.351 -0.608
H 0.442 4.033 -0.285
H -2.449 2.644 3.948
H -4.839 2.609 4.534
H -6.552 2.867 2.767
H -5.867 3.176 0.414
H -3.480 3.209 -0.186
*
```

Properties
* E_HOMO (spin up / spin down): -7.4 / -9.2 eV
* gap between HOMO and LUMO (spin up / spin down): 0.2950 / 0.2951 Eh
* expectation value of S²: 0.75
* DFT total energy: -70436.4820 eV
* energy relative to the best compared isomer or geometry (same formula, charge and spin): 57.2 kJ/mol

=====

2.
Formula: C24H30BrGeN2OOsS
Source: the Open Molecules 2025 dataset
Level of theory: ωB97M-V/def2-TZVPD

```
! RIJCOSX wB97M-V def2-TZVPD def2/J DEFGRID3
* xyz 3 1
Os -0.321 -1.620 -0.335
Br 3.682 2.241 -4.991
C 2.849 1.473 -3.511
C 1.471 1.598 -3.343
C 0.860 1.019 -2.246
C 1.622 0.317 -1.312
C 3.008 0.219 -1.463
C 3.614 0.785 -2.566
N 0.955 -0.265 -0.192
C 1.616 -0.099 1.109
C 0.681 -0.595 2.184
C 0.828 -0.356 3.530
C -0.076 -0.943 4.406
C -1.082 -1.750 3.909
C -1.167 -1.952 2.545
N -0.304 -1.366 1.698
H 0.888 2.154 -4.064
H -0.207 1.141 -2.086
H 3.616 -0.315 -0.744
H 4.683 0.697 -2.708
H 2.534 -0.698 1.122
H 1.636 0.267 3.888
H 0.013 -0.780 5.472
H -1.792 -2.229 4.569
H -1.933 -2.575 2.104
C 0.471 4.899 6.664
C 0.629 4.258 5.323
C -0.477 3.797 4.607
C -0.327 3.227 3.357
C 0.956 3.129 2.810
C 2.084 3.576 3.507
C 1.909 4.125 4.756
S 1.035 2.470 1.215
C 2.098 3.568 0.303
O 2.096 1.215 1.320
H -0.557 4.859 7.014
H 0.776 5.947 6.613
H 1.115 4.414 7.399
H -1.467 3.899 5.032
H -1.192 2.886 2.801
H 3.080 3.489 3.090
H 2.771 4.475 5.309
H 3.053 3.664 0.815
H 1.576 4.525 0.268
H 2.221 3.157 -0.697
C -2.652 -3.947 -0.682
Ge -0.907 -3.979 -1.530
C -0.468 -2.422 -2.695
C -0.201 -5.673 -2.110
C 0.712 -3.219 -0.215
H -3.320 -4.549 -1.303
H -3.092 -2.948 -0.601
H -2.603 -4.401 0.306
H -1.266 -2.199 -3.402
H 0.456 -2.638 -3.229
H -0.298 -1.357 -2.303
H -0.866 -6.049 -2.889
H -0.192 -6.386 -1.287
H 0.801 -5.560 -2.517
H 1.453 -3.524 -0.962
H 0.941 -3.638 0.767
*
```

Properties
* E_HOMO (spin up / spin down): -16.5 / -16.5 eV
* gap between HOMO and LUMO (spin up / spin down): 0.2030 / 0.2031 Eh
* DFT total energy: -170234.3338 eV

=====

3.
Formula: C24H30Cl3IIrN14OS
Source: the Open Molecules 2025 dataset
Level of theory: ωB97M-V/def2-TZVPD

```
! RIJCOSX wB97M-V def2-TZVPD def2/J DEFGRID3
* xyz 1 1
Ir 0.260 0.260 -0.174
N 1.468 1.545 2.812
C 2.216 0.568 2.199
N 3.311 0.007 2.659
N 3.614 -0.925 1.738
N 2.754 -0.933 0.783
N 1.847 0.040 1.042
C 0.123 1.598 2.658
N -0.620 2.308 3.526
N -1.850 2.166 3.138
N -1.861 1.431 2.079
N -0.623 1.007 1.715
H 1.832 1.966 3.654
N -4.229 0.050 1.051
C -3.175 -0.489 0.196
C -2.602 -1.755 0.825
C -1.432 -2.393 0.070
N -0.105 -1.771 0.376
C -1.697 -2.408 -1.440
C -2.249 -1.088 -1.983
N -1.179 -0.046 -1.858
C -3.526 -0.704 -1.259
H -2.783 1.073 1.747
H -4.843 -0.665 1.423
H -4.800 0.730 0.562
H -2.399 0.274 0.158
H -3.401 -2.505 0.833
H -2.339 -1.583 1.873
H -1.351 -3.427 0.415
H 0.626 -2.372 -0.010
H 0.050 -1.811 1.383
H -2.437 -3.186 -1.641
H -0.792 -2.705 -1.980
H -2.464 -1.203 -3.048
H -1.470 0.859 -2.231
H -0.466 -0.366 -2.502
H -4.276 -1.488 -1.394
H -3.935 0.218 -1.682
I 0.273 2.824 -0.873
Cl 7.349 -4.273 0.904
C 6.269 -3.967 -0.409
C 5.357 -2.929 -0.324
C 4.477 -2.730 -1.373
C 4.479 -3.535 -2.511
C 3.475 -3.362 -3.622
C 3.386 -1.953 -4.206
N 2.877 -0.948 -3.276
C 3.581 0.091 -2.717
C 2.791 0.625 -1.754
N 1.604 -0.082 -1.715
C 1.701 -1.020 -2.644
O 2.124 -3.789 -3.346
C 1.702 -4.151 -2.039
C 2.202 -5.469 -1.533
C 2.488 -5.724 -0.228
Cl 2.357 -4.610 1.081
S 3.016 -7.330 0.045
C 2.845 -7.694 -1.619
C 2.402 -6.629 -2.336
C 5.444 -4.545 -2.571
Cl 5.583 -5.590 -3.956
C 6.329 -4.773 -1.533
H 5.313 -2.298 0.552
H 3.755 -1.933 -1.255
H 3.796 -3.974 -4.464
H 2.727 -1.981 -5.074
H 4.374 -1.632 -4.532
H 4.574 0.347 -3.042
H 2.979 1.454 -1.098
H 0.991 -1.794 -2.887
H 0.613 -4.201 -2.139
H 1.940 -3.373 -1.304
H 3.086 -8.681 -1.980
H 2.238 -6.650 -3.404
H 7.053 -5.572 -1.599
*
```

Properties
* E_HOMO: -11.1 eV
* gap between HOMO and LUMO: 0.3133 Eh
* DFT total energy: -107622.1371 eV
* energy relative to the best compared isomer or geometry (same formula, charge and spin): 0.0 kJ/mol

=====

4.
Formula: C24H30ClN4O4PS2W
Source: the Open Molecules 2025 dataset
Level of theory: ωB97M-V/def2-TZVPD

```
! RIJCOSX wB97M-V def2-TZVPD def2/J DEFGRID3
* xyz 1 2
W 0.032 0.460 0.069
C -2.050 0.406 -2.727
N -1.043 1.345 -2.267
C -1.562 2.658 -1.939
C -2.209 2.674 -0.566
C -3.148 3.660 -0.273
C -3.791 3.643 0.948
C -3.507 2.624 1.847
C -2.548 1.698 1.498
N -1.892 1.730 0.327
C 0.164 1.290 -3.084
C 0.770 -0.084 -2.892
C 1.516 -0.721 -3.876
C 1.942 -2.022 -3.673
C 1.565 -2.690 -2.515
C 0.831 -1.996 -1.575
N 0.488 -0.713 -1.744
C -2.736 -0.381 -1.634
C -4.065 -0.730 -1.821
C -4.697 -1.558 -0.908
C -3.965 -2.017 0.169
C -2.650 -1.606 0.302
N -2.032 -0.796 -0.564
H -2.807 0.910 -3.342
H -1.572 -0.330 -3.379
H -0.760 3.396 -1.973
H -2.337 2.970 -2.653
H -3.363 4.416 -1.015
H -4.518 4.407 1.191
H -4.000 2.545 2.803
H -2.264 0.893 2.167
H -0.036 1.418 -4.158
H 0.844 2.077 -2.758
H 1.739 -0.192 -4.792
H 2.540 -2.519 -4.424
H 1.829 -3.722 -2.336
H 0.513 -2.447 -0.643
H -4.590 -0.353 -2.688
H -5.732 -1.838 -1.041
H -4.391 -2.674 0.913
H -2.060 -1.935 1.148
C 4.789 -1.223 4.534
C 4.452 -0.245 3.441
O 2.997 -0.145 3.297
P 2.193 -0.894 2.191
S 0.019 -0.964 1.874
S 2.430 -0.019 0.369
O 2.881 -2.335 2.265
C 2.798 -3.311 1.202
C 1.666 -4.276 1.454
H 5.872 -1.266 4.661
H 4.430 -2.220 4.290
H 4.355 -0.907 5.480
H 4.883 -0.520 2.478
H 4.773 0.767 3.681
H 3.763 -3.817 1.201
H 2.705 -2.778 0.254
H 1.813 -4.811 2.390
H 1.627 -5.017 0.653
H 0.709 -3.759 1.498
Cl 0.501 2.041 2.373
C 1.033 3.551 1.549
C 0.799 3.467 0.060
O 0.637 4.484 -0.576
O 0.841 2.273 -0.475
H 2.098 3.644 1.752
H 0.487 4.382 1.983
*
```

Properties
* E_HOMO (spin up / spin down): -9.1 / -9.1 eV
* gap between HOMO and LUMO (spin up / spin down): 0.2409 / 0.2349 Eh
* expectation value of S²: 0.76
* DFT total energy: -84830.8553 eV
* energy relative to the best compared isomer or geometry (same formula, charge and spin): 228.6 kJ/mol